(1)
{
  "formula": "C4H7N2",
  "method": "ωB97M-V/def2-TZVPD",
  "symbols": ["C", "C", "C", "C", "N", "N", "H", "H", "H", "H", "H", "H", "H"],
  "xyz": [[-0.755, -1.084, 0.002], [0.702, -0.774, -0.308], [0.828, 0.683, -0.372], [-1.486, 0.107, 0.273], [1.472, 0.028, 0.588], [-0.655, 1.257, 0.043], [-1.220, -1.671, -0.776], [-1.030, -1.988, 0.577], [1.259, -1.415, -0.812], [1.235, 1.301, -1.043], [1.363, 0.059, 1.597], [-0.574, 1.672, 0.915], [-1.141, 1.827, -0.684]],
  "mulliken_charge": [-0.647, -0.222, -0.203, -0.305, -0.416, -0.071, 0.420, 0.420, 0.531, 0.489, 0.277, 0.335, 0.391],
  "charge": 1,
  "relative_energy_ev": 7.064,
  "largest_force_ev_per_a": 4.6,
  "total_energy_ha": -265.6489,
  "homo_lumo_gap_ha": 0.2995
}


(2)
{
  "formula": "C5H10O",
  "method": "ωB97M-V/def2-TZVPD",
  "symbols": ["O", "C", "C", "C", "C", "C", "H", "H", "H", "H", "H", "H", "H", "H", "H", "H"],
  "xyz": [[0.871, 1.234, 1.213], [1.149, -0.059, 0.635], [1.004, -0.149, -0.883], [-0.488, -0.019, -1.180], [-1.242, -0.671, -0.005], [-0.711, -0.098, 1.259], [0.918, 1.936, 0.578], [2.258, -0.256, 0.851], [1.569, 0.655, -1.394], [1.418, -1.090, -1.289], [-0.773, -0.484, -2.126], [-0.754, 1.044, -1.248], [-2.319, -0.503, -0.122], [-1.015, -1.736, 0.033], [-1.267, 0.862, 1.510], [-0.617, -0.668, 2.165]],
  "mulliken_charge": [-0.441, -0.307, -0.674, -0.605, -0.457, -0.433, 0.276, 0.242, 0.331, 0.333, 0.334, 0.262, 0.343, 0.271, 0.163, 0.362],
  "relative_energy_ev": 4.050,
  "largest_force_ev_per_a": 3.0,
  "total_energy_ha": -271.6038,
  "homo_lumo_gap_ha": 0.3309
}


(3)
{
  "formula": "C10H10N2O",
  "method": "ωB97M-V/def2-TZVPD",
  "symbols": ["C", "C", "N", "C", "C", "C", "C", "C", "O", "C", "N", "C", "C", "H", "H", "H", "H", "H", "H", "H", "H", "H", "H"],
  "xyz": [[1.329, 1.273, 2.554], [0.838, 0.465, 1.390], [1.386, 0.796, 0.239], [0.692, 0.547, -0.879], [0.963, 1.183, -2.106], [0.344, 0.703, -3.263], [-0.857, -0.138, -3.170], [-1.193, -0.685, -1.964], [-2.313, -1.452, -1.800], [-0.334, -0.404, -0.834], [-0.737, -0.987, 0.292], [-0.258, -0.481, 1.493], [-0.703, -1.297, 2.683], [1.014, 0.688, 3.489], [0.983, 2.357, 2.415], [2.407, 1.302, 2.493], [1.859, 1.704, -2.051], [0.674, 1.152, -4.244], [-1.624, -0.192, -4.009], [-2.191, -2.232, -1.252], [-1.790, -1.404, 2.636], [-0.377, -0.678, 3.468], [-0.112, -2.220, 2.421]],
  "mulliken_charge": [-1.013, 0.620, -0.572, 0.416, -0.921, -0.516, -0.316, 0.362, -0.579, 0.745, -0.514, 0.174, -1.168, 0.297, 0.236, 0.324, 0.484, 0.322, 0.319, 0.353, 0.274, 0.394, 0.277],
  "relative_energy_ev": 1.684,
  "largest_force_ev_per_a": 4.3,
  "smiles": "Cc1nc2cccc(O)c2nc1C",
  "total_energy_ha": -571.7637,
  "homo_lumo_gap_ha": 0.3020
}


(4)
{
  "formula": "C4H13N3",
  "method": "ωB97M-V/def2-TZVPD",
  "symbols": ["C", "N", "C", "C", "N", "C", "N", "H", "H", "H", "H", "H", "H", "H", "H", "H", "H", "H", "H", "H"],
  "xyz": [[0.489, -2.883, -1.439], [0.316, -1.665, -0.683], [-0.025, -0.452, -1.458], [-0.677, 0.610, -0.498], [0.020, 0.754, 0.802], [-0.251, 1.983, 1.436], [0.483, 2.090, 2.753], [1.445, -3.147, -2.135], [-0.385, -2.923, -2.178], [0.296, -3.690, -0.732], [1.264, -1.436, -0.273], [0.791, -0.057, -2.008], [-0.844, -0.605, -2.213], [-1.668, 0.363, -0.299], [-0.475, 1.467, -1.100], [0.027, -0.098, 1.356], [-1.359, 2.078, 1.663], [0.036, 2.783, 0.655], [-0.064, 1.768, 3.472], [0.581, 3.061, 2.879]],
  "mulliken_charge": [-0.793, -0.351, -0.641, -0.708, -0.316, -0.308, -0.644, 0.212, 0.271, 0.312, 0.266, 0.345, 0.356, 0.391, 0.333, 0.276, 0.245, 0.275, 0.250, 0.229],
  "relative_energy_ev": 2.126,
  "largest_force_ev_per_a": 4.1,
  "smiles": "CNCCNCN",
  "total_energy_ha": -324.3968,
  "homo_lumo_gap_ha": 0.3466
}


(5)
{
  "formula": "C40H65N2P2Sb2Ti",
  "method": "ωB97M-V/def2-TZVPD",
  "symbols": ["Ti", "C", "C", "C", "P", "C", "C", "C", "C", "C", "C", "C", "C", "C", "N", "C", "C", "C", "C", "C", "C", "P", "C", "C", "C", "C", "C", "C", "H", "H", "H", "H", "H", "H", "H", "H", "H", "H", "H", "H", "H", "H", "H", "H", "H", "H", "H", "H", "H", "H", "H", "H", "H", "H", "H", "H", "H", "H", "H", "H", "H", "H", "H", "H", "C", "Sb", "C", "C", "C", "C", "C", "C", "C", "C", "C", "Sb", "C", "C", "H", "H", "H", "H", "H", "H", "H", "H", "H", "H", "H", "H", "H", "H", "H", "H", "H", "H", "H", "H", "C", "C", "C", "C", "N", "H", "H", "H", "H", "H", "H", "H", "H", "H"],
  "xyz": [[-0.790, 0.002, 0.297], [1.175, 3.703, -3.097], [1.141, 2.472, -2.192], [2.114, 2.715, -1.032], [-0.453, 1.887, -1.404], [-1.759, 1.678, -2.732], [-1.813, 2.569, -3.973], [-3.130, 1.644, -2.057], [-0.906, 3.324, -0.376], [-1.274, 4.570, -0.874], [-1.593, 5.634, -0.041], [-1.530, 5.431, 1.333], [-1.161, 4.208, 1.859], [-0.841, 3.110, 1.029], [-0.549, 1.858, 1.511], [-0.086, 1.684, 2.812], [0.873, 2.519, 3.404], [1.370, 2.258, 4.670], [0.924, 1.158, 5.391], [-0.025, 0.318, 4.818], [-0.526, 0.553, 3.543], [-1.679, -0.497, 2.599], [-3.369, 0.164, 3.064], [-3.773, 1.242, 2.054], [-3.512, 0.705, 4.485], [-1.744, -2.211, 3.327], [-0.368, -2.873, 3.314], [-2.453, -2.429, 4.664], [2.200, 3.853, -3.453], [0.896, 4.597, -2.536], [0.533, 3.629, -3.967], [1.484, 1.596, -2.758], [1.874, 3.663, -0.543], [3.145, 2.770, -1.392], [2.046, 1.928, -0.279], [-1.547, 0.655, -3.065], [-1.885, 3.630, -3.728], [-2.704, 2.310, -4.554], [-0.954, 2.420, -4.625], [-3.408, 2.629, -1.672], [-3.135, 0.920, -1.242], [-3.890, 1.329, -2.779], [-1.317, 4.716, -1.946], [-1.885, 6.592, -0.452], [-1.784, 6.239, 2.011], [-1.139, 4.077, 2.933], [1.239, 3.371, 2.843], [2.119, 2.917, 5.094], [1.313, 0.950, 6.380], [-0.370, -0.543, 5.377], [-4.036, -0.695, 2.924], [-3.152, 2.133, 2.164], [-4.816, 1.536, 2.205], [-3.662, 0.887, 1.025], [-2.762, 1.475, 4.675], [-3.402, -0.063, 5.252], [-4.498, 1.164, 4.609], [-2.343, -2.712, 2.556], [-0.456, -3.939, 3.540], [0.297, -2.425, 4.056], [0.091, -2.761, 2.333], [-2.000, -1.863, 5.479], [-2.397, -3.488, 4.933], [-3.508, -2.158, 4.613], [1.977, -2.985, 0.355], [1.874, -0.862, 0.711], [2.936, -0.860, 2.585], [3.768, -0.324, -0.392], [4.494, -1.429, -1.053], [5.351, -2.256, -0.320], [5.991, -3.342, -0.892], [5.786, -3.629, -2.237], [4.952, -2.810, -2.981], [4.305, -1.709, -2.417], [3.377, -0.876, -3.244], [1.299, -1.368, -2.792], [1.345, -3.165, -3.995], [0.527, -0.133, -4.397], [2.096, -3.491, 1.315], [2.812, -3.256, -0.292], [1.033, -3.287, -0.096], [3.274, 0.146, 2.837], [3.789, -1.537, 2.534], [2.250, -1.192, 3.364], [4.378, 0.135, 0.390], [3.482, 0.455, -1.094], [5.507, -2.033, 0.730], [6.645, -3.963, -0.292], [6.273, -4.477, -2.702], [4.794, -3.022, -4.034], [3.540, -1.031, -4.311], [3.489, 0.189, -3.028], [1.975, -3.013, -4.873], [0.331, -3.408, -4.316], [1.736, -3.995, -3.407], [0.635, -0.649, -5.352], [1.091, 0.800, -4.433], [-0.524, 0.099, -4.226], [-3.830, -2.309, -0.655], [-2.408, -2.290, -1.241], [-2.509, -2.045, -2.757], [-1.769, -3.671, -1.017], [-1.618, -1.280, -0.619], [-4.438, -3.119, -1.072], [-4.328, -1.357, -0.856], [-3.770, -2.436, 0.430], [-3.104, -2.816, -3.259], [-1.505, -2.039, -3.194], [-2.968, -1.072, -2.944], [-2.336, -4.474, -1.501], [-1.705, -3.875, 0.055], [-0.751, -3.667, -1.418]],
  "mulliken_charge": [-0.042, -1.753, 2.632, -1.799, 1.724, 2.724, -1.803, -1.539, -0.431, -0.444, -1.096, -0.868, -0.236, 0.253, 0.813, -0.356, 0.211, -0.895, -0.866, -0.656, -0.231, 2.099, 0.363, -1.529, -1.489, 0.653, -1.279, -1.716, 0.501, 0.351, 0.303, -1.643, 0.414, 0.592, -0.062, -1.726, 0.217, 0.505, 0.364, 0.351, -0.045, 0.586, 0.175, 0.437, 0.386, 0.449, 0.494, 0.349, 0.386, 0.058, 0.785, 0.247, 0.527, 0.239, 0.178, 0.307, 0.450, 0.019, 0.549, 0.249, -0.190, 0.157, 0.522, 0.409, -0.893, -0.261, -1.458, -0.795, 0.248, -0.309, -0.722, -0.644, -0.683, 1.080, -1.824, -0.059, -1.523, -1.617, 0.543, 0.417, -0.078, 0.405, 0.496, 0.258, 0.853, -0.339, 0.305, 0.384, 0.393, 0.321, 0.849, 0.565, 0.462, 0.390, 0.375, 0.827, 0.438, 0.385, -1.523, 1.244, -1.088, -1.256, 0.596, 0.431, 0.278, 0.111, 0.450, -0.062, 0.085, 0.451, 0.170, -0.010],
  "charge": -1,
  "largest_force_ev_per_a": 0.5,
  "total_energy_ha": -3685.3736,
  "homo_lumo_gap_ha": [0.1638, 0.1639]
}


(6)
{
  "formula": "C38H30BrIN3PPdS",
  "method": "ωB97M-V/def2-TZVPD",
  "symbols": ["Pd", "I", "C", "C", "C", "C", "C", "C", "C", "C", "C", "P", "C", "C", "C", "C", "C", "C", "C", "C", "C", "C", "C", "C", "C", "H", "H", "H", "H", "H", "H", "H", "H", "H", "H", "H", "H", "H", "H", "H", "H", "N", "C", "C", "C", "C", "C", "C", "C", "C", "C", "C", "C", "C", "H", "H", "H", "H", "H", "H", "H", "H", "H", "H", "S", "C", "N", "C", "C", "C", "N", "H", "H", "H", "H", "Br"],
  "xyz": [[1.335, -0.769, -0.794], [3.686, -0.058, 0.684], [3.421, 0.765, 2.582], [4.554, 0.629, 3.333], [4.648, 1.237, 4.599], [3.605, 1.985, 5.040], [2.421, 2.128, 4.273], [1.390, 2.939, 4.800], [0.230, 3.120, 4.119], [0.052, 2.464, 2.891], [1.008, 1.649, 2.324], [0.339, 0.791, 0.832], [-0.513, 2.152, -0.022], [0.295, 3.178, -0.511], [-0.273, 4.251, -1.181], [-1.650, 4.302, -1.370], [-2.456, 3.284, -0.879], [-1.891, 2.210, -0.202], [-0.961, -0.315, 1.480], [-1.810, -0.937, 0.556], [-2.873, -1.713, 0.988], [-3.082, -1.909, 2.348], [-2.219, -1.337, 3.270], [-1.165, -0.536, 2.840], [2.266, 1.485, 3.005], [5.398, 0.069, 2.954], [5.550, 1.124, 5.184], [3.658, 2.495, 5.994], [1.553, 3.418, 5.758], [-0.560, 3.745, 4.513], [-0.899, 2.598, 2.392], [1.368, 3.146, -0.362], [0.357, 5.055, -1.540], [-2.096, 5.145, -1.882], [-3.529, 3.328, -1.010], [-2.533, 1.429, 0.182], [-1.667, -0.779, -0.509], [-3.545, -2.157, 0.263], [-3.919, -2.506, 2.688], [-2.377, -1.490, 4.330], [-0.520, -0.069, 3.573], [1.609, -2.781, 0.609], [0.453, -3.539, 0.685], [-0.089, -3.853, 1.928], [-1.194, -4.665, 2.006], [-1.801, -5.186, 0.839], [-1.285, -4.889, -0.383], [-0.157, -4.025, -0.524], [0.344, -3.704, -1.826], [0.239, -4.724, -2.828], [0.653, -4.492, -4.104], [1.142, -3.215, -4.437], [1.219, -2.198, -3.486], [0.870, -2.402, -2.159], [2.034, -2.579, 1.506], [2.301, -3.120, -0.051], [0.384, -3.478, 2.828], [-1.593, -4.927, 2.978], [-2.678, -5.814, 0.922], [-1.775, -5.259, -1.272], [-0.129, -5.703, -2.555], [0.608, -5.276, -4.847], [1.473, -3.021, -5.450], [1.601, -1.238, -3.802], [-0.693, 0.542, -2.895], [-1.061, 1.902, -3.878], [-0.113, 2.803, -4.217], [-0.370, 3.854, -5.020], [-1.628, 4.023, -5.506], [-2.581, 3.079, -5.100], [-2.315, 2.053, -4.311], [0.817, 2.659, -3.816], [0.458, 4.515, -5.233], [-1.874, 4.842, -6.164], [-3.611, 3.168, -5.429], [2.153, 1.105, -2.543]],
  "mulliken_charge": [-0.836, 0.243, -0.006, -0.772, -0.839, -0.914, 1.043, -0.852, -1.203, -0.608, 0.469, 2.468, 0.186, -0.686, -0.959, -0.452, -0.929, 0.304, 0.821, -0.317, -0.786, -0.813, -0.815, -0.722, 0.512, 0.434, 0.415, 0.413, 0.430, 0.464, 0.441, 0.425, 0.504, 0.509, 0.462, 0.485, 0.277, 0.518, 0.458, 0.460, 0.466, -0.303, 1.004, -0.768, -0.570, -0.973, -0.862, 0.926, 0.955, -0.846, -0.799, -0.665, 0.079, -0.278, 0.334, 0.288, 0.394, 0.471, 0.450, 0.582, 0.547, 0.434, 0.462, 0.322, -0.067, 0.246, 0.398, 0.029, -0.687, -0.014, -0.472, -0.159, 0.460, 0.428, 0.448, -0.494],
  "charge": 2,
  "relative_energy_ev": 1.275,
  "largest_force_ev_per_a": 0.7,
  "s_squared": 6.04,
  "multiplicity": 5,
  "total_energy_ha": -5368.8811,
  "homo_lumo_gap_ha": [0.2800, 0.1733]
}


(7)
{
  "formula": "C4H8N3",
  "method": "ωB97M-V/def2-TZVPD",
  "symbols": ["C", "N", "N", "C", "N", "C", "C", "H", "H", "H", "H", "H", "H", "H", "H"],
  "xyz": [[-0.704, 0.544, 1.585], [0.399, 1.217, 1.861], [0.981, 2.127, 1.231], [1.451, 2.051, 0.093], [1.209, 0.768, -0.519], [-0.014, 0.192, -0.456], [-0.372, -1.235, -0.560], [-1.637, 0.971, 1.292], [-0.693, -0.481, 1.990], [2.172, 2.692, -0.400], [1.974, 0.171, -0.495], [-0.802, 0.837, -0.742], [-0.287, -1.713, 0.429], [0.148, -1.972, -1.215], [-1.329, -1.309, -0.923]],
  "mulliken_charge": [-0.530, -0.185, -0.021, -0.105, -0.174, 0.029, -1.044, 0.391, 0.437, 0.417, 0.240, 0.517, 0.272, 0.384, 0.370],
  "charge": 1,
  "relative_energy_ev": 5.734,
  "largest_force_ev_per_a": 3.6,
  "smiles": "C=N/N=C\\[NH+]=C\\C",
  "total_energy_ha": -321.0806,
  "homo_lumo_gap_ha": [0.3330, 0.3330]
}